{
  "formula": "C42H100N6O16",
  "method": "wB97M-V/def2-TZVPD",
  "homo_energy_ha": [-0.1371, -0.3168],
  "gap_ev": [2.10, 7.07],
  "multiplicity": 2,
  "energy_ev": -86861.74264,
  "e_lumo_ev": [-1.63, -1.55],
  "charge": 1,
  "symbols": ["C", "C", "C", "N", "C", "C", "C", "C", "C", "C", "H", "H", "H", "H", "H", "H", "H", "H", "H", "H", "H", "H", "H", "H", "H", "H", "H", "H", "H", "H", "C", "C", "C", "N", "C", "C", "C", "C", "C", "C", "H", "H", "H", "H", "H", "H", "H", "H", "H", "H", "H", "H", "H", "H", "H", "H", "H", "H", "H", "H", "C", "N", "C", "C", "C", "C", "O", "H", "H", "H", "H", "H", "H", "H", "H", "H", "H", "H", "H", "H", "H", "C", "N", "C", "C", "C", "C", "O", "H", "H", "H", "H", "H", "H", "H", "H", "H", "H", "H", "H", "H", "H", "C", "N", "C", "C", "C", "C", "O", "H", "H", "H", "H", "H", "H", "H", "H", "H", "H", "H", "H", "H", "H", "C", "N", "C", "C", "C", "C", "O", "H", "H", "H", "H", "H", "H", "H", "H", "H", "H", "H", "H", "H", "H", "O", "C", "O", "O", "H", "O", "C", "O", "O", "H", "O", "C", "O", "O", "H", "O", "C", "O", "O", "H"],
  "coordinates": [[2.75, 2.13, 4.34], [1.41, 1.65, 4.72], [1.45, 0.92, 6.11], [0.03, 0.30, 6.55], [0.28, -0.15, 8.02], [-1.04, -0.89, 8.51], [-1.44, -2.01, 7.55], [-1.53, -1.63, 6.15], [-0.34, -0.89, 5.59], [-1.13, 1.34, 6.42], [3.55, 1.40, 4.21], [3.18, 2.88, 5.01], [2.65, 2.63, 3.38], [1.18, 0.87, 4.00], [0.61, 2.39, 4.63], [1.62, 1.64, 6.91], [2.12, 0.07, 6.15], [1.10, -0.85, 8.21], [0.61, 0.71, 8.60], [-0.79, -1.23, 9.52], [-1.82, -0.15, 8.71], [-0.86, -2.92, 7.72], [-2.43, -2.35, 7.87], [-1.58, -2.54, 5.55], [-2.42, -1.04, 5.94], [0.50, -1.58, 5.54], [-0.61, -0.44, 4.64], [-1.37, 1.67, 5.41], [-0.88, 2.19, 7.05], [-1.97, 0.83, 6.90], [6.13, -7.18, -2.33], [4.78, -6.67, -1.86], [4.44, -5.31, -2.58], [3.24, -4.42, -2.09], [1.98, -5.21, -2.50], [0.70, -4.62, -1.78], [0.91, -4.29, -0.30], [2.11, -3.39, 0.02], [3.33, -4.26, -0.54], [3.29, -3.10, -2.86], [6.38, -8.12, -1.85], [6.94, -6.48, -2.12], [6.12, -7.33, -3.40], [4.82, -6.44, -0.79], [4.09, -7.49, -2.06], [4.41, -5.41, -3.67], [5.34, -4.76, -2.30], [2.01, -6.27, -2.24], [2.01, -5.17, -3.59], [-0.10, -5.36, -1.72], [0.34, -3.81, -2.42], [1.09, -5.24, 0.19], [0.01, -3.95, 0.22], [2.09, -3.33, 1.11], [1.97, -2.40, -0.43], [3.18, -5.26, -0.13], [4.29, -3.85, -0.22], [3.46, -3.21, -3.93], [4.20, -2.59, -2.55], [2.42, -2.49, -2.62], [5.45, 1.72, -0.52], [3.96, 1.20, -0.58], [3.87, 0.32, -1.81], [3.78, 0.33, 0.65], [2.96, 2.41, -0.57], [2.75, 3.11, -1.88], [3.88, 3.85, -2.28], [5.43, 2.35, 0.37], [5.58, 2.37, -1.39], [6.07, 0.83, -0.56], [4.39, 0.71, -2.68], [2.83, 0.14, -2.09], [4.34, -0.62, -1.53], [4.49, -0.48, 0.51], [2.74, 0.03, 0.54], [4.04, 0.91, 1.54], [3.30, 3.16, 0.13], [2.08, 1.94, -0.11], [1.88, 3.73, -1.68], [2.35, 2.42, -2.62], [4.25, 4.20, -1.46], [-0.92, 2.93, -7.19], [-2.34, 2.71, -6.62], [-3.13, 3.97, -6.45], [-3.02, 1.85, -7.74], [-2.19, 1.89, -5.29], [-1.50, 2.67, -4.08], [-0.16, 2.94, -4.37], [-0.30, 2.05, -7.01], [-0.34, 3.65, -6.61], [-1.08, 3.21, -8.23], [-2.52, 4.56, -5.77], [-4.02, 3.68, -5.89], [-3.24, 4.42, -7.44], [-3.01, 2.47, -8.64], [-4.02, 1.70, -7.34], [-2.43, 0.96, -7.94], [-1.66, 0.98, -5.57], [-3.20, 1.55, -5.09], [-1.63, 2.14, -3.14], [-1.95, 3.64, -3.88], [0.36, 2.17, -4.12], [-2.93, 4.51, 3.60], [-2.70, 4.01, 2.15], [-1.16, 4.04, 1.85], [-3.35, 2.59, 2.06], [-3.42, 4.92, 1.10], [-3.25, 6.44, 1.21], [-1.92, 6.87, 0.93], [-2.60, 3.79, 4.36], [-4.00, 4.67, 3.79], [-2.39, 5.44, 3.78], [-0.70, 3.21, 2.37], [-0.73, 5.03, 2.03], [-1.18, 3.87, 0.77], [-3.37, 2.27, 1.01], [-4.33, 2.99, 2.33], [-2.88, 1.92, 2.77], [-4.43, 4.76, 1.46], [-3.30, 4.51, 0.09], [-3.67, 6.76, 2.16], [-3.87, 6.90, 0.44], [-1.61, 7.30, 1.74], [-4.95, -2.14, -2.47], [-3.53, -1.68, -2.47], [-2.62, -2.25, -1.35], [-2.84, -2.16, -3.75], [-3.34, -0.16, -2.44], [-4.09, 0.50, -1.26], [-5.45, 0.54, -1.54], [-5.45, -1.87, -1.54], [-4.97, -3.22, -2.59], [-5.40, -1.70, -3.36], [-2.58, -3.33, -1.47], [-3.01, -1.95, -0.38], [-1.60, -1.87, -1.40], [-1.86, -1.68, -3.85], [-3.43, -1.76, -4.58], [-2.93, -3.25, -3.80], [-3.74, 0.18, -3.39], [-2.28, 0.01, -2.23], [-3.68, 1.50, -1.11], [-3.86, 0.05, -0.29], [-5.82, 1.23, -0.98], [1.25, -1.28, 2.58], [2.31, -1.74, 3.25], [2.17, -2.84, 3.79], [3.37, -1.07, 3.43], [0.55, -1.94, 2.69], [0.28, -1.07, -2.90], [0.91, -0.52, -3.98], [1.12, -1.23, -4.96], [1.24, 0.71, -4.00], [0.32, -0.46, -2.16], [-0.76, 0.39, 1.45], [-0.50, 0.72, 0.21], [-1.05, 1.67, -0.33], [0.30, -0.05, -0.40], [-0.11, -0.26, 1.72], [-3.33, -1.43, 2.31], [-2.61, -2.55, 2.48], [-3.10, -3.45, 3.14], [-1.45, -2.59, 1.97], [-2.60, -1.11, 1.78]]
}